Entry 1:
38
Properties=species:S:1:pos:R:3 method="wB97M-V/def2-TZVPD" molar_mass_g_mol=410.47 total_charge=+1 homo_ev=-12.304
Pb -1.8363 0.2309 -3.1720
F -0.1659 0.5312 -1.5742
C 4.7585 1.0358 -1.5233
C 3.3689 0.4934 -1.3553
O 2.4968 1.2805 -2.1947
H 4.8576 2.0237 -1.0644
H 5.0835 1.1767 -2.5520
H 5.4900 0.4317 -0.9833
H 2.9798 0.4960 -0.3359
H 3.2902 -0.5126 -1.7867
H 1.5845 1.0327 -2.0235
C -2.7653 -1.8592 1.9972
C -2.8288 -1.0042 0.7609
O -3.9065 -0.0479 0.8695
H -1.8371 -2.4329 1.9893
H -3.5894 -2.5684 2.0593
H -2.7743 -1.2357 2.8901
H -2.9181 -1.6486 -0.1311
H -1.9349 -0.3820 0.6228
H -4.1304 0.1544 -0.0417
C 0.5627 -3.9212 0.1560
C 0.3255 -2.5660 -0.4568
O 0.6995 -1.5524 0.4531
H 1.6043 -4.0418 0.4588
H 0.3840 -4.7273 -0.5577
H -0.0356 -4.1071 1.0475
H -0.7395 -2.5097 -0.7598
H 0.9002 -2.4600 -1.3876
H 0.5781 -0.7169 -0.0123
C -1.2615 3.8923 1.7504
C -1.2197 2.9682 0.5484
O 0.1163 2.6979 0.1880
H -2.3002 4.1362 1.9671
H -0.6677 4.7823 1.5467
H -0.8098 3.3850 2.6027
H -1.6800 3.4747 -0.3170
H -1.7687 2.0554 0.8192
H 0.0892 2.0148 -0.4977

Entry 2:
112
Properties=species:S:1:pos:R:3 method="wB97M-V/def2-TZVPD" molar_mass_g_mol=2775.20 total_charge=0 homo_ev=-10.051
C -2.3861 -0.6241 -1.9304
C -2.7124 0.8495 -2.4316
C -2.2187 1.8260 -1.3035
C -4.2633 0.8785 -2.7109
C -4.4580 0.4240 -4.2287
C -4.9268 2.2955 -2.6007
O -5.5117 2.6040 -1.3267
C -6.5590 1.7266 -0.9697
O -7.2796 1.1984 -2.0970
C -7.7049 -0.0978 -1.8327
O -8.3029 -0.7635 -2.6565
H -2.9819 -0.8273 -0.9964
H -2.7450 -1.3844 -2.6754
H -1.3066 -0.7619 -1.6833
H -2.1662 0.9637 -3.4039
H -1.6418 1.2852 -0.5032
H -1.4959 2.5816 -1.7141
H -3.0275 2.3870 -0.7802
H -4.7351 0.0852 -2.0826
H -3.8791 -0.4905 -4.4806
H -4.1381 1.3124 -4.8419
H -5.5578 0.3227 -4.4101
H -5.6382 2.4970 -3.4468
H -4.1001 3.0449 -2.7412
H -7.2979 2.2845 -0.3322
H -6.1230 0.9223 -0.3139
H -7.5007 -0.5896 -0.8438
C 1.3405 4.0166 -1.7610
Cl 2.8931 4.7613 -2.1765
Cl 1.1404 3.9883 -0.0012
Cl 0.0266 4.9647 -2.4920
Cl 1.3019 2.3537 -2.3757
C 6.6712 4.4070 -4.2635
Cl 5.6517 5.4971 -3.3092
Cl 5.7446 2.9534 -4.6717
Cl 7.1777 5.2240 -5.7526
Cl 8.1016 3.9548 -3.3192
C -1.4456 -4.4325 -2.2576
Cl -0.8414 -3.8073 -0.7151
Cl -0.8585 -3.4049 -3.5760
Cl -0.8629 -6.0915 -2.4892
Cl -3.2188 -4.4250 -2.2471
C 5.7666 -1.1221 -3.7796
Cl 5.8155 -2.8770 -4.0251
Cl 5.9480 -0.7615 -2.0541
Cl 7.0865 -0.3635 -4.6861
Cl 4.2100 -0.4910 -4.3539
C -11.6052 -1.9777 -0.6179
Cl -13.1979 -2.6388 -0.2037
Cl -11.7325 -0.2227 -0.8364
Cl -10.4654 -2.3261 0.6945
Cl -11.0275 -2.7170 -2.1187
C 6.4811 -0.4715 2.1269
Cl 5.1215 -1.6081 2.2127
Cl 6.5928 0.4463 3.6373
Cl 7.9878 -1.3688 1.8692
Cl 6.2189 0.6425 0.7723
C 7.8642 4.0058 4.6912
Cl 6.6532 3.2285 5.7288
Cl 9.4730 3.3697 5.0846
Cl 7.4940 3.6627 2.9931
Cl 7.8398 5.7551 4.9648
C 9.8954 8.5477 6.9063
Cl 10.5945 9.1430 8.4224
Cl 10.5006 9.5204 5.5539
Cl 10.3545 6.8534 6.6666
Cl 8.1280 8.6761 6.9810
C -3.7420 -1.8034 2.5421
Cl -5.3086 -2.4957 2.9967
Cl -3.9223 -0.0588 2.2696
Cl -2.5714 -2.0867 3.8432
Cl -3.1666 -2.5654 1.0505
C 1.4982 -5.2396 2.5298
Cl 3.0562 -4.4821 2.1513
Cl 0.8245 -5.9608 1.0593
Cl 1.7357 -6.4989 3.7538
Cl 0.3775 -4.0132 3.1500
C -3.0322 0.7517 7.1360
Cl -4.2355 -0.0791 8.1376
Cl -1.4086 0.1940 7.5781
Cl -3.3197 0.3911 5.4252
Cl -3.1511 2.5013 7.3966
C 7.9762 -2.3836 6.1872
Cl 9.0362 -3.6676 5.5789
Cl 8.8365 -0.8336 6.1351
Cl 6.5245 -2.2887 5.1755
Cl 7.5101 -2.7437 7.8593
C 4.6233 -8.2568 0.7421
Cl 5.7750 -9.4698 0.1546
Cl 5.3941 -6.6614 0.7409
Cl 3.2038 -8.2263 -0.3189
Cl 4.1197 -8.6686 2.3908
C 1.5960 2.8799 -6.7588
Cl 0.3034 2.3278 -7.8383
Cl 0.8873 3.7570 -5.3923
Cl 2.4939 1.4722 -6.1557
Cl 2.6972 3.9483 -7.6460
C -10.3321 -4.4737 4.1804
Cl -11.1501 -4.9045 2.6706
Cl -8.7131 -3.8550 3.8054
Cl -11.2621 -3.2204 5.0201
Cl -10.1965 -5.9048 5.2171
C 1.7298 2.0477 3.8180
Cl 0.5528 1.2420 4.8694
Cl 3.3643 1.5066 4.2336
Cl 1.3866 1.6334 2.1290
Cl 1.6162 3.8042 4.0319
C -1.1539 -1.2869 -9.5471
Cl -2.7188 -1.9103 -8.9965
Cl -1.2928 0.4495 -9.8769
Cl 0.0647 -1.5505 -8.2867
Cl -0.6673 -2.1315 -11.0268

Entry 3:
11
Properties=species:S:1:pos:R:3 method="wB97M-V/def2-TZVPD" molar_mass_g_mol=88.08 total_charge=0 homo_ev=-10.092
N 2.5415 0.8408 -0.1617
C 1.4204 0.7754 0.0584
C 0.0088 1.0315 0.3147
C -0.7597 -0.1102 -0.3340
N -0.4509 -1.3523 0.4119
F 0.6653 -1.9906 -0.0846
H -0.0666 1.2253 1.3537
H -0.0449 1.9189 -0.2469
H -1.8478 -0.1410 -0.2992
H -0.3516 -0.0473 -1.3243
H -1.1145 -2.1506 0.3119

Entry 4:
84
Properties=species:S:1:pos:R:3 method="wB97M-V/def2-TZVPD" molar_mass_g_mol=496.74 total_charge=+2 homo_ev=-11.867
C 5.5160 2.0677 -2.3213
C 6.0943 1.1079 -1.2922
N 7.1387 1.6715 -0.3830
C 6.6350 2.9122 0.2390
C 8.3772 1.9645 -1.1682
C 9.5839 2.4138 -0.3590
C 7.3903 0.7021 0.7293
C 7.8661 -0.7066 0.3538
C 6.7664 -1.7640 0.1827
C 5.7723 -1.7870 1.3497
O 4.7662 -0.7914 1.2146
C 3.5263 -1.1424 0.7422
C 3.2549 -2.2920 0.0099
C 1.9590 -2.5897 -0.4024
C 0.9368 -1.7199 -0.0887
C 1.2228 -0.5338 0.6140
C 2.4987 -0.2340 1.0290
C -0.0364 0.2307 0.8298
O -0.1681 1.3155 1.3422
C -1.0947 -0.6388 0.2487
C -2.4562 -0.4506 0.2380
C -3.2625 -1.4306 -0.3560
O -4.6102 -1.1920 -0.3028
C -5.5064 -2.2041 -0.7409
C -6.9234 -1.8546 -0.2873
C -7.5868 -0.7388 -1.1023
C -6.9016 0.6315 -1.0133
N -7.4713 1.6300 -0.0520
C -6.6408 2.8463 -0.1508
C -7.4674 1.1185 1.3505
C -6.0911 0.8902 1.9572
C -8.8795 1.9542 -0.4532
C -9.4873 3.1956 0.1837
C -2.6812 -2.5475 -0.9440
C -1.3014 -2.7317 -0.9238
C -0.5048 -1.7843 -0.3177
H 6.2730 2.4778 -2.9834
H 4.9602 2.8806 -1.8644
H 4.8184 1.5064 -2.9383
H 5.2852 0.7384 -0.6587
H 6.5419 0.2629 -1.8159
H 7.2958 3.2288 1.0423
H 6.5780 3.7109 -0.4963
H 5.6450 2.7384 0.6565
H 8.6409 1.0678 -1.7309
H 8.1255 2.7468 -1.8851
H 10.3753 2.6677 -1.0601
H 9.9664 1.6288 0.2864
H 9.3807 3.3014 0.2326
H 8.1344 1.1624 1.3790
H 6.4598 0.6187 1.2930
H 8.5034 -1.0425 1.1741
H 8.4930 -0.6941 -0.5375
H 7.2551 -2.7370 0.1265
H 6.2117 -1.6252 -0.7458
H 6.2890 -1.5641 2.2886
H 5.3160 -2.7740 1.4483
H 4.0441 -2.9823 -0.2445
H 1.7724 -3.4981 -0.9532
H 2.7078 0.6618 1.5925
H -2.8979 0.4224 0.6922
H -5.2211 -3.1631 -0.2944
H -5.4640 -2.2946 -1.8338
H -6.8909 -1.6147 0.7747
H -7.5297 -2.7537 -0.4031
H -8.6378 -0.6807 -0.8224
H -7.5656 -1.0433 -2.1502
H -5.8560 0.4697 -0.7506
H -6.9296 1.1089 -1.9947
H -6.8976 3.5439 0.6425
H -5.5875 2.5904 -0.0653
H -6.8014 3.3275 -1.1138
H -8.0027 1.8435 1.9651
H -8.0347 0.1874 1.3591
H -6.2312 0.4423 2.9382
H -5.5496 1.8202 2.1031
H -5.4835 0.2090 1.3688
H -9.5041 1.0962 -0.2033
H -8.8890 2.0784 -1.5380
H -8.9993 4.1104 -0.1381
H -9.4899 3.1550 1.2691
H -10.5247 3.2529 -0.1368
H -3.2909 -3.2959 -1.4238
H -0.8774 -3.6142 -1.3761